No. 1
{
  "formula": "C25H17BrCl3N6S2V",
  "method": "wB97M-V/def2-TZVPD",
  "species": ["N", "H", "H", "C", "C", "H", "Br", "C", "C", "N", "C", "C", "H", "C", "H", "C", "H", "C", "H", "C", "N", "C", "H", "C", "C", "N", "H", "N", "C", "H", "C", "Cl", "H", "C", "Cl", "H", "C", "H", "S", "N", "H", "H", "C", "C", "C", "C", "H", "V", "C", "C", "S", "Cl", "H", "C", "C"],
  "positions_angstrom": [[2.038, 0.081, -0.044], [-0.313, -0.424, 6.517], [1.289, 2.278, -1.252], [3.359, -2.963, 1.658], [1.042, 1.089, 5.803], [-2.780, 0.679, -0.652], [-3.770, 5.498, -0.086], [2.857, -0.919, 0.544], [2.787, 1.033, -0.587], [-1.046, -1.261, 3.839], [-0.521, 2.995, 0.390], [-0.113, 0.006, -4.689], [6.228, -1.332, 0.851], [-1.934, -2.488, -0.648], [-4.215, 2.657, -0.684], [-3.178, 2.746, -0.390], [1.327, 1.407, 6.797], [-2.663, 3.986, -0.035], [3.032, -3.878, 2.134], [4.723, -2.689, 1.559], [2.283, 2.120, -1.184], [0.368, 0.348, 3.246], [1.362, -2.324, 1.230], [2.414, -2.086, 1.152], [-1.338, 4.117, 0.360], [-0.154, -0.236, 2.092], [-2.868, -3.530, 2.516], [-1.326, -1.676, 0.189], [5.170, -1.538, 0.938], [5.440, -3.389, 1.964], [1.295, 1.377, 3.401], [-1.555, 0.880, -5.175], [-1.614, -1.897, 4.376], [1.620, 1.732, 4.691], [1.354, 0.823, -5.204], [2.886, 2.799, -1.616], [-2.476, -3.071, 1.623], [1.744, 1.873, 2.551], [-2.877, -3.674, 0.075], [-0.091, -0.049, -2.051], [-1.833, -2.411, -1.721], [2.336, 2.525, 4.862], [-0.100, -0.024, -3.195], [-2.350, 1.634, -0.360], [0.128, 0.068, 5.661], [4.218, -0.665, 0.429], [-0.956, 5.087, 0.649], [-0.021, -0.007, 0.002], [-0.977, -1.178, 2.502], [-1.643, -2.011, 1.501], [4.489, 0.834, -0.420], [-0.147, -1.670, -5.225], [0.504, 3.124, 0.725], [-0.189, -0.286, 4.353], [-1.005, 1.745, 0.008]],
  "forces_ev_per_a": [[0.10, -0.01, -0.01], [0.00, 0.00, 0.00], [-0.03, -0.02, 0.05], [-0.02, 0.02, -0.01], [0.03, 0.04, 0.02], [0.04, -0.01, -0.03], [-0.06, 0.09, 0.00], [-0.32, 0.20, -0.12], [-0.28, 0.10, 0.07], [0.15, 0.18, -0.01], [0.05, 0.01, 0.07], [-0.01, -0.04, 0.68], [-0.01, 0.02, -0.02], [0.25, 0.21, -0.16], [0.00, -0.01, 0.00], [0.00, 0.02, 0.13], [0.00, 0.00, -0.01], [0.08, -0.10, -0.01], [0.02, 0.00, 0.00], [-0.03, -0.03, 0.01], [0.04, -0.02, -0.19], [0.03, 0.05, -0.25], [-0.05, 0.02, -0.01], [0.14, -0.05, 0.03], [-0.04, -0.01, -0.01], [0.19, 0.06, 0.00], [0.02, 0.02, 0.00], [-0.17, -0.20, 0.16], [-0.03, 0.00, -0.01], [0.00, 0.01, 0.00], [0.00, 0.00, 0.07], [-0.04, 0.03, -0.05], [-0.01, 0.00, 0.01], [-0.03, -0.03, 0.04], [0.05, 0.02, -0.05], [0.04, -0.01, 0.03], [-0.01, -0.02, -0.01], [-0.01, -0.02, -0.03], [-0.18, -0.11, 0.06], [0.01, -0.04, -0.63], [0.01, 0.00, 0.01], [-0.01, 0.00, 0.01], [0.00, 0.01, -0.55], [0.08, 0.03, -0.24], [0.03, 0.03, -0.09], [0.13, -0.10, 0.08], [0.01, -0.01, 0.00], [-0.12, 0.01, 1.01], [-0.21, -0.25, -0.14], [0.19, 0.18, 0.04], [0.11, 0.01, -0.02], [-0.01, -0.02, -0.06], [-0.02, -0.01, 0.02], [-0.17, -0.18, 0.15], [0.07, -0.09, -0.03]],
  "total_charge": 2,
  "e_homo_ev": [-13.46, -13.62],
  "orbital_gap_ev": [7.10, 7.67],
  "multiplicity": 3,
  "energy_ev": -190097.6872
}


No. 2
{
  "formula": "C33H40N3OP2SSbSe4Ti",
  "method": "wB97M-V/def2-TZVPD",
  "species": ["S", "Sb", "H", "C", "C", "H", "C", "C", "C", "Se", "H", "H", "C", "N", "H", "H", "H", "C", "H", "H", "C", "H", "O", "H", "H", "H", "C", "H", "C", "H", "Se", "P", "H", "H", "C", "H", "C", "H", "H", "H", "C", "C", "H", "C", "C", "C", "Se", "C", "C", "H", "H", "H", "C", "H", "C", "H", "P", "H", "H", "Se", "C", "C", "C", "C", "H", "H", "N", "C", "H", "Ti", "H", "C", "H", "H", "H", "C", "H", "H", "C", "H", "C", "C", "C", "H", "C", "N"],
  "positions_angstrom": [[-0.926, -2.133, -1.046], [3.033, -1.588, 3.029], [-1.515, 2.098, -3.252], [-5.005, 1.381, 0.439], [-2.227, -0.664, 3.220], [5.528, -2.202, -3.174], [1.768, 1.039, -2.664], [2.751, 1.241, -0.003], [-5.496, 0.323, -0.328], [3.021, -0.037, 4.857], [0.866, 3.013, -2.446], [-3.276, -0.864, 1.332], [2.613, -2.481, -0.664], [-1.517, -4.696, -1.176], [-3.438, 6.082, -2.069], [-0.065, 1.756, 4.087], [-2.421, -2.313, 1.811], [4.557, -3.446, -1.713], [-5.622, 1.824, 1.211], [-0.421, -3.170, 1.415], [-0.622, 5.873, -0.199], [-3.260, -5.848, -1.242], [-1.368, 1.235, 2.053], [0.100, 6.498, 0.313], [-3.183, -0.402, 3.684], [-1.779, -6.802, -1.068], [3.843, -1.218, -2.281], [5.257, -4.268, -1.825], [-2.458, 4.259, -1.512], [-2.427, -5.895, 0.298], [5.007, -1.160, 1.553], [-1.155, 1.850, -0.898], [1.081, 2.051, 1.069], [-0.098, -5.991, 0.594], [4.293, 2.875, 1.693], [-5.069, -1.068, -1.901], [2.906, 2.879, 1.781], [1.780, -2.584, 0.013], [-0.604, 0.401, 4.987], [4.652, 0.596, -0.780], [-1.391, 3.667, -0.831], [-2.905, 1.290, -0.764], [-3.352, 2.676, 0.827], [-2.605, 5.637, -1.536], [-2.278, -5.881, -0.773], [4.717, -2.285, -2.459], [0.764, -1.030, 2.029], [-4.699, -0.246, -1.303], [-0.760, 1.584, -2.660], [2.410, 3.497, 2.520], [-1.798, 7.526, -0.900], [0.729, 2.312, -4.036], [4.907, 2.058, 0.755], [3.363, -4.430, -0.217], [-3.725, 1.860, 0.224], [-1.715, -1.356, 3.882], [1.673, 0.129, -1.034], [-2.796, -0.236, -2.272], [0.362, 4.052, 0.351], [3.014, -3.972, 3.249], [2.792, -1.288, -1.365], [-1.684, 6.448, -0.879], [-0.311, -5.300, 1.405], [4.140, 1.248, -0.083], [5.989, 2.021, 0.689], [-6.498, -0.052, -0.158], [-0.745, 1.019, 4.202], [2.154, 2.066, 0.947], [0.587, -5.151, 2.000], [-0.844, -0.215, 0.673], [-3.185, 3.636, -2.019], [3.497, -3.542, -0.820], [-1.091, -5.714, 2.046], [2.746, 1.511, -2.735], [4.887, 3.485, 2.364], [-3.408, 0.232, -1.517], [-1.653, -4.375, -2.120], [-0.816, 0.516, -2.873], [-0.475, 4.486, -0.175], [4.002, -0.324, -2.871], [0.668, 2.079, -2.974], [-1.062, -3.713, -0.368], [-1.398, 0.592, 3.155], [1.718, 0.259, -3.426], [-2.352, -1.238, 1.789], [-0.680, -3.985, 0.866]],
  "forces_ev_per_a": [[-0.29, -0.08, -0.29], [0.18, 0.11, 0.47], [0.00, 0.05, -0.15], [0.01, -0.08, -0.07], [0.03, -0.01, -0.30], [-0.05, 0.01, 0.05], [-0.35, -0.07, 0.00], [-0.19, -0.17, 0.03], [0.00, 0.08, 0.10], [-0.04, 0.07, 0.02], [0.02, 0.06, 0.06], [-0.15, -0.05, -0.04], [0.06, -0.06, -0.16], [0.05, 0.00, 0.05], [0.03, -0.03, 0.02], [0.04, -0.02, -0.02], [0.04, -0.35, -0.03], [-0.05, 0.05, 0.03], [0.02, 0.00, -0.04], [0.22, 0.07, 0.07], [-0.01, -0.15, 0.00], [-0.04, 0.00, -0.06], [-0.08, -0.07, 0.77], [-0.03, -0.04, -0.02], [-0.07, 0.00, 0.06], [0.06, -0.02, -0.01], [0.13, -0.05, -0.08], [-0.10, 0.08, 0.01], [0.03, 0.07, -0.02], [-0.03, 0.06, 0.06], [0.09, -0.24, 0.03], [-0.92, 0.15, -0.11], [-0.13, -0.04, 0.03], [0.06, 0.02, 0.00], [-0.12, -0.01, -0.04], [0.01, 0.01, 0.00], [0.20, 0.06, 0.01], [0.00, 0.03, 0.11], [0.03, 0.03, -0.03], [-0.06, 0.07, -0.02], [0.19, 0.11, 0.00], [-0.11, 0.13, 0.09], [0.04, 0.03, 0.04], [0.07, -0.04, 0.04], [0.09, 0.22, -0.11], [-0.08, 0.02, 0.09], [1.55, -1.07, 1.44], [0.10, 0.04, -0.01], [0.45, 0.10, -0.05], [0.01, -0.02, 0.01], [0.00, -0.06, 0.01], [0.01, 0.06, -0.04], [-0.03, 0.00, -0.04], [0.00, -0.01, 0.00], [-0.02, -0.18, -0.08], [0.03, -0.17, 0.13], [0.32, 0.47, 0.18], [0.03, -0.05, -0.08], [0.09, -0.07, 0.06], [0.03, -0.07, -0.13], [-0.07, -0.09, -0.17], [-0.01, -0.07, -0.01], [-0.02, 0.37, 0.02], [0.25, 0.13, -0.11], [-0.10, 0.01, -0.01], [0.05, 0.03, 0.00], [0.27, 0.31, 0.62], [-0.09, -0.02, 0.00], [0.10, -0.03, 0.04], [-0.31, 0.01, -1.84], [-0.01, 0.00, -0.01], [-0.01, 0.03, -0.09], [-0.01, 0.02, -0.04], [0.08, 0.05, -0.10], [-0.05, -0.06, -0.06], [-0.06, 0.02, -0.01], [-0.09, -0.02, -0.02], [-0.09, -0.12, 0.00], [-0.12, 0.13, -0.06], [-0.01, 0.01, 0.02], [0.02, -0.29, 0.25], [-0.03, -0.08, 0.03], [-0.66, 0.07, -0.87], [0.01, -0.07, -0.08], [-0.29, 0.95, 0.44], [-0.14, -0.27, 0.01]],
  "de_lowest_kj_mol": 160.0,
  "e_homo_ev": [-6.90, -6.95],
  "orbital_gap_ev": [6.83, 5.68],
  "multiplicity": 3,
  "energy_ev": -361841.2425
}


No. 3
{
  "formula": "C4H6INO",
  "method": "wB97M-V/def2-TZVPD",
  "species": ["C", "H", "H", "H", "C", "C", "O", "C", "N", "H", "H", "H", "I"],
  "positions_angstrom": [[0.580, -0.384, 0.853], [1.077, -2.487, 0.921], [-0.523, 2.016, 0.796], [-1.292, -1.101, -1.790], [-0.360, 0.163, -0.109], [-0.704, 1.614, -0.149], [-0.257, -1.984, -0.484], [-0.795, -0.891, -0.860], [0.413, -1.719, 0.728], [-0.256, 2.270, -0.970], [-1.902, 1.633, -0.414], [0.911, 0.349, 1.624], [3.107, 0.521, -0.145]],
  "forces_ev_per_a": [[-2.20, 3.74, -1.28], [-0.27, 1.01, -0.43], [0.09, 1.01, 1.41], [-0.52, 0.97, -0.16], [1.58, 0.48, 0.46], [-3.29, -0.20, -3.40], [2.29, -4.27, 2.15], [-1.45, 3.04, -1.67], [0.69, -3.19, 1.17], [-0.20, -1.19, 1.13], [2.87, 0.31, 0.96], [-0.10, -1.83, 0.00], [0.52, 0.13, -0.33]],
  "de_lowest_kj_mol": 65.1,
  "e_homo_ev": [-5.56, -9.21],
  "orbital_gap_ev": [6.39, 6.52],
  "multiplicity": 3,
  "energy_ev": -15878.1429
}


No. 4
{
  "formula": "C4H14O2S2",
  "method": "wB97M-V/def2-TZVPD",
  "species": ["S", "H", "O", "H", "H", "C", "H", "H", "H", "H", "H", "H", "H", "H", "C", "H", "C", "C", "S", "H", "H", "O"],
  "positions_angstrom": [[2.150, -2.210, 3.436], [2.813, -0.042, 3.355], [-2.306, 4.872, -4.048], [1.069, -0.012, 3.551], [-4.285, 1.524, -4.612], [1.319, -3.695, 0.948], [-0.349, 0.487, 1.624], [2.080, 0.841, 1.303], [0.947, -2.952, 0.266], [2.407, -3.609, 1.000], [-2.111, 5.812, -4.073], [-0.198, -1.199, 1.119], [0.250, 0.038, -0.046], [-2.679, 4.652, -4.907], [1.885, -0.461, 2.977], [-4.145, 2.908, -4.080], [1.729, -0.181, 1.488], [0.249, -0.204, 1.019], [0.707, -3.348, 2.635], [2.302, -0.865, 0.871], [0.977, -4.678, 0.646], [-4.811, 2.325, -4.475]],
  "forces_ev_per_a": [[0.41, 0.38, 0.28], [0.17, 0.19, 0.05], [-0.06, -0.25, 0.06], [0.02, -0.18, -0.06], [-0.36, -0.02, -0.09], [0.30, 0.32, 0.63], [0.06, 0.02, -0.38], [0.19, -0.18, -0.06], [-0.20, 0.28, -0.37], [-0.14, -0.34, -0.16], [-0.05, 0.01, -0.07], [0.09, 0.17, 0.10], [-0.36, 0.29, 0.14], [0.06, 0.18, -0.06], [-0.01, -0.43, -0.11], [-0.38, 0.12, 0.07], [-1.10, 0.53, 0.06], [0.65, -0.47, 0.11], [-0.49, -0.34, -0.31], [0.31, -0.08, 0.06], [0.10, -0.17, 0.02], [0.79, -0.04, 0.09]],
  "de_lowest_kj_mol": 14.5,
  "smiles": "CCCSSC.O.O",
  "e_homo_ev": -8.80,
  "orbital_gap_ev": 9.49,
  "energy_ev": -30140.5465
}